46
Properties=species:S:1:pos:R:3:lowdin_charge:R:1 method="wB97M-V/def2-TZVPD" relative_energy_kj_mol=289.67 gap_ev=8.154 smiles="Cc1ccc(CCCOC(=O)C[N+]2(C)CCCC2)cc1" charge=+1 molar_mass_g_mol=276.4
O 0.091 1.922 -0.463 0.16
O 1.274 0.003 -0.575 0.04
C 0.685 1.006 0.027 -0.46
C -2.746 -0.780 -3.910 -0.04
C -3.387 -0.940 -1.567 -0.03
C -1.616 -1.599 -3.620 0.00
C -2.127 -1.529 -1.256 -0.07
C -3.616 -0.454 -2.882 -0.29
C -1.171 -1.690 -2.218 -0.24
C -4.850 0.378 -3.159 -0.04
C 1.169 -0.034 -1.918 -0.23
C 0.228 -2.370 -1.968 -0.13
C 1.264 -1.418 -2.631 -0.14
C 2.693 -0.620 3.447 -0.08
C 1.381 -0.221 4.290 -0.09
C 1.800 2.888 2.306 0.03
C 0.500 0.812 1.568 0.03
C 2.797 0.633 2.482 -0.13
C 1.178 1.315 3.919 -0.09
N 1.565 1.387 2.476 -0.29
H -3.046 -0.382 -4.907 0.13
H -4.273 -0.689 -0.844 0.14
H -1.178 -1.967 -4.548 0.11
H -2.100 -1.831 -0.215 0.10
H -5.588 0.056 -2.497 0.05
H -5.102 0.321 -4.164 0.06
H -4.695 1.403 -2.846 0.09
H 2.002 0.579 -2.418 0.16
H 0.256 0.402 -2.300 0.12
H 0.135 -3.425 -2.386 0.14
H 0.361 -2.361 -0.876 0.10
H 2.333 -1.655 -2.408 0.12
H 1.106 -1.482 -3.717 0.12
H 2.663 -1.577 2.898 0.12
H 3.495 -0.716 4.196 0.12
H 1.580 -0.254 5.276 0.07
H 0.603 -0.887 4.062 0.09
H 2.270 3.247 1.383 0.11
H 2.611 3.232 3.059 0.14
H 0.840 3.396 2.475 0.12
H -0.513 1.097 1.940 0.17
H 0.516 -0.243 1.733 0.13
H 3.670 1.233 2.812 0.15
H 3.079 0.245 1.455 0.15
H 0.042 1.567 4.003 0.17
H 1.822 1.999 4.485 0.14

***

23
Properties=species:S:1:pos:R:3:lowdin_charge:R:1 method="wB97M-V/def2-TZVPD" relative_energy_kj_mol=227.52 gap_ev=8.462 charge=+1 molar_mass_g_mol=115.2
C -1.532 0.696 -1.133 -0.01
C -2.469 0.403 -0.044 -0.01
C -0.947 0.406 0.276 -0.43
C -0.659 -2.078 -0.227 0.01
C 1.103 -0.770 0.979 -0.02
C -0.214 -0.818 0.392 -0.13
N 3.015 0.832 -0.638 0.03
N -0.387 1.521 0.950 0.10
H -1.351 -0.034 -1.906 0.12
H -1.395 1.715 -1.462 0.13
H -3.015 1.224 0.399 0.13
H -2.995 -0.536 -0.020 0.11
H 0.121 -2.438 -0.901 0.12
H -1.594 -2.009 -0.773 0.09
H -0.763 -2.846 0.542 0.12
H 1.555 -1.751 1.085 0.11
H 1.770 -0.137 0.300 0.09
H 1.147 -0.216 1.912 0.11
H 2.640 1.493 -1.306 0.04
H 3.628 0.191 -1.124 0.05
H 3.567 1.344 0.039 0.05
H -0.385 1.417 1.958 0.10
H -0.839 2.391 0.704 0.10

***

E_tot (computed, Ha): -868.268262; -346.825911